Entry 1:
The following is a quantum chemistry calculation of a molecular structure, C18H24BBaN8OS4, from OMol25.

Each line ends with the Löwdin charge.
Element x y z (Å)
Ba1 -0.2726 -0.2283 -1.6618  1.50
B1 3.3261 2.2097 -1.6562  -0.44
N1 3.0546 1.1436 -0.5205  -0.09
C1 3.6420 1.2124 0.6818  -0.12
C2 3.3325 0.0676 1.3972  -0.08
C3 2.5245 -0.6579 0.5193  -0.20
N2 2.3624 -0.0031 -0.6325  -0.07
N3 2.5937 1.8858 -2.9719  -0.11
C4 3.1329 2.0316 -4.1936  -0.10
C5 2.1345 1.9142 -5.1386  -0.07
C6 0.9802 1.6808 -4.3844  -0.19
N4 1.2648 1.6777 -3.0821  -0.10
H1 2.9877 3.2895 -1.2194  0.06
H2 4.5107 2.1982 -1.9003  0.07
H3 4.2617 2.0600 0.9269  0.12
H4 3.6579 -0.2054 2.3865  0.08
H5 2.0702 -1.6303 0.6478  0.09
H6 4.1897 2.2126 -4.2919  0.11
H7 2.2254 1.9690 -6.2091  0.09
H8 -0.0339 1.5064 -4.7131  0.07
S1 -1.4973 -1.0864 -4.3463  0.35
C7 -2.6533 -2.1257 -3.5578  -0.84
C8 -3.9626 -2.1098 -4.1455  -0.32
N5 -5.0017 -2.0885 -4.6426  0.13
C9 -2.4363 -2.9415 -2.4806  -0.82
S2 -0.9141 -3.2364 -1.6604  0.37
C10 -3.5349 -3.6595 -1.9067  -0.33
N6 -4.3673 -4.2381 -1.3551  0.13
C11 0.5327 3.3429 0.2392  -0.04
N7 -0.2046 2.6574 1.2811  -0.11
C12 0.2851 2.2591 2.5110  -0.06
C13 -0.7365 1.6987 3.1870  -0.10
N8 -1.8374 1.7531 2.3538  0.07
C14 -1.5121 2.3198 1.1653  -0.87
S3 -2.5000 2.5605 -0.1675  0.56
H9 1.4912 3.6630 0.6368  0.09
H10 -0.0481 4.1987 -0.1015  0.09
H11 0.6982 2.6988 -0.6207  0.04
H12 1.3147 2.4103 2.7804  0.12
H13 -0.7733 1.2735 4.1725  0.11
H14 -2.7383 1.3330 2.4969  0.14
C15 0.4763 -2.8594 3.6932  -0.13
C16 -0.1960 -1.6642 3.0367  -0.41
S4 -0.7200 -2.0552 1.3548  0.84
O1 -1.0177 -0.7058 0.7309  -0.80
C17 -2.3334 -2.7992 1.6555  -0.37
C18 -3.3973 -1.7955 2.0531  -0.12
H15 0.8372 -2.5862 4.6851  0.07
H16 1.3266 -3.2023 3.1033  0.07
H17 -0.2097 -3.6995 3.8111  0.07
H18 0.4997 -0.8360 2.8930  0.07
H19 -1.0460 -1.2976 3.6150  0.08
H20 -2.1736 -3.5798 2.4039  0.09
H21 -2.5670 -3.2869 0.7068  0.04
H22 -3.2221 -1.3774 3.0475  0.06
H23 -4.3686 -2.2891 2.0591  0.08
H24 -3.4374 -0.9830 1.3277  0.07

Cartesian forces (eV/Å) of the 2 atoms listed first:
Ba -0.21 0.25 -0.70
B 0.03 -0.03 0.06

Calculated values
total charge: -1
relative energy (zero: lowest compared OMol25 entry of this formula, charge and spin): 11.4 kcal per mole
frontier orbital gap: 5.73 eV


Entry 2:
The following is a quantum chemistry calculation of a molecular structure, C27H34MoN6O in a non-equilibrium geometry, from OMol25.

Each line ends with the Löwdin charge.
Element x y z (Å)
Mo1 -0.3361 0.5911 -0.5317  1.83
C1 2.6709 -0.2212 2.1321  -0.16
C2 1.3738 0.0745 2.8916  -0.16
C3 0.5325 1.2368 2.3242  -0.16
N1 -0.5166 0.7956 1.3859  -0.12
C4 -1.7631 0.3972 1.8690  -0.16
C5 -2.0119 0.2389 3.2342  0.07
C6 -3.1941 -0.0452 3.9071  0.04
C7 -4.4435 -0.3747 3.3984  0.05
C8 -4.7947 -0.5249 2.0594  0.04
C9 -4.0427 -0.2270 0.9355  0.06
C10 -2.7403 0.2771 0.8195  -0.17
N2 -2.2598 0.6925 -0.4117  -0.18
C11 -3.1654 1.3580 -1.3555  -0.15
C12 -2.7580 2.8319 -1.3530  -0.14
C13 -1.4036 3.0930 -1.9803  -0.17
N3 -0.2503 2.4441 -1.2928  -0.11
C14 0.9717 3.0310 -1.4393  -0.16
C15 1.1934 4.2042 -2.1922  0.07
C16 2.3412 4.9440 -2.3816  0.05
C17 3.5795 4.8475 -1.7302  0.07
C18 3.9764 3.8661 -0.8342  0.04
C19 3.3116 2.6933 -0.5089  0.07
C20 2.0304 2.2410 -0.8540  -0.18
N4 1.5881 0.9673 -0.6104  -0.12
C21 2.5959 -0.1089 -0.4755  -0.16
C22 2.4956 -0.9651 0.7960  -0.17
H1 3.2805 -0.8464 2.7842  0.13
H2 3.2336 0.7066 1.9943  0.12
H3 1.6440 0.3202 3.9196  0.14
H4 0.7613 -0.8314 2.9337  0.12
H5 1.1814 1.9243 1.7839  0.11
H6 0.0825 1.8197 3.1271  0.13
H7 -1.1670 0.3938 3.8928  0.13
H8 -3.1238 -0.0185 4.9890  0.15
H9 -5.2252 -0.5673 4.1251  0.15
H10 -5.8019 -0.8787 1.8687  0.15
H11 -4.5449 -0.4129 -0.0069  0.14
H12 -4.2037 1.2989 -1.0384  0.13
H13 -3.0728 0.9232 -2.3530  0.14
H14 -2.7743 3.2010 -0.3243  0.14
H15 -3.4983 3.3988 -1.9195  0.15
H16 -1.2782 4.1730 -1.9533  0.13
H17 -1.4045 2.7786 -3.0293  0.15
H18 0.3452 4.5918 -2.7384  0.12
H19 2.2501 5.7595 -3.0910  0.15
H20 4.3033 5.6257 -1.9482  0.15
H21 4.9562 3.9916 -0.3882  0.15
H22 3.8780 2.0401 0.1441  0.12
H23 3.6014 0.3004 -0.5408  0.12
H24 2.4950 -0.7614 -1.3486  0.13
H25 3.2950 -1.7012 0.6961  0.13
H26 1.5577 -1.5212 0.8174  0.07
N5 -0.3031 -1.3507 -0.9165  0.03
C23 -0.3325 -2.5222 -1.1026  -0.12
N6 -0.3661 -3.7700 -1.2738  -0.01
C24 -0.4322 -4.6851 -0.0990  -0.04
C25 0.8664 -5.5098 -0.0943  -0.16
O1 0.9883 -6.2040 -1.3019  -0.08
C26 1.1048 -5.3633 -2.4220  -0.15
C27 -0.1411 -4.4724 -2.5648  -0.03
H27 -1.2756 -5.3591 -0.2517  0.15
H28 -0.5536 -4.1242 0.8265  0.14
H29 0.8177 -6.2494 0.7036  0.16
H30 1.7262 -4.8450 0.0769  0.13
H31 1.1755 -6.0083 -3.2959  0.16
H32 2.0063 -4.7386 -2.3616  0.14
H33 -1.0123 -5.1039 -2.7421  0.16
H34 -0.0204 -3.7605 -3.3785  0.14

Cartesian forces (eV/Å) of the 2 atoms listed first:
Mo -1.33 -0.35 1.19
C -0.18 -0.14 -0.03

Calculated values
total charge: +4
frontier orbital gap (spin up / spin down): 5.80 / 4.80 eV


Entry 3:
The following is a quantum chemistry calculation of 5 unconnected molecules or ions with the total composition C33H54B2F12NO17 in a non-equilibrium geometry, from OMol25.

Each line ends with the Löwdin charge.
Element x y z (Å)
C1 -3.3730 -3.8177 4.4584  -0.11
C2 -4.3953 -3.5291 3.3467  -0.26
C3 -3.7837 -3.5593 1.9396  -0.21
C4 -3.0158 -2.2783 1.6292  -0.25
N1 -2.3706 -2.3076 0.3186  0.11
B1 -2.3883 -0.9663 -0.4191  -0.96
O1 -3.7231 -0.4113 -0.7322  0.01
C5 -4.7801 -1.2885 -0.9691  -0.21
C6 -4.6720 -2.1278 -2.2500  -0.31
C7 -5.9391 -2.9797 -2.3656  -0.08
C8 -4.3825 -1.2408 -3.4863  -0.37
C9 -5.5890 -1.0422 -4.4171  -0.09
C10 -3.2591 -1.8769 -4.3131  -0.07
O2 -1.5358 -0.9961 -1.6540  0.06
C11 -0.5403 -0.0094 -1.5724  -0.21
C12 -0.8870 1.2690 -2.3792  -0.07
O3 -2.2879 1.4623 -2.5657  0.02
C13 -2.9022 2.2731 -1.6994  -0.52
C14 -4.3785 2.3583 -1.9529  0.03
O4 -2.3366 2.8839 -0.8220  0.09
C15 -0.3759 0.1281 -0.0410  -0.29
C16 0.2035 1.4529 0.4858  -0.01
C17 1.6946 1.4763 0.5386  -0.50
O5 2.4423 1.5306 -0.4071  0.11
O6 2.1854 1.4053 1.8042  0.10
B2 0.5557 -1.1034 0.4443  -0.58
O7 1.5127 -1.6990 -0.3581  0.17
O8 0.3916 -1.5832 1.7291  0.16
O9 -1.6878 0.0183 0.4496  0.08
H1 -3.4316 -4.8483 4.8129  0.06
H2 -3.5012 -3.1468 5.3102  0.06
H3 -2.3547 -3.6606 4.0940  0.06
H4 -5.2375 -4.2214 3.4131  0.09
H5 -4.8041 -2.5255 3.5082  0.10
H6 -3.0875 -4.4043 1.8861  0.12
H7 -4.5735 -3.6851 1.1939  0.10
H8 -2.2652 -2.1363 2.4208  0.10
H9 -3.7065 -1.4283 1.7218  0.12
H10 -2.7049 -3.0986 -0.2166  0.09
H11 -5.6943 -0.6798 -1.0720  0.13
H12 -4.9621 -1.9666 -0.1221  0.10
H13 -3.8515 -2.8492 -2.1612  0.13
H14 -5.9285 -3.6071 -3.2616  0.07
H15 -6.0147 -3.6599 -1.5115  0.07
H16 -6.8450 -2.3689 -2.3914  0.07
H17 -4.0591 -0.2528 -3.1643  0.10
H18 -5.2910 -0.3460 -5.2085  0.07
H19 -5.8752 -1.9702 -4.9176  0.07
H20 -6.4493 -0.5967 -3.9117  0.07
H21 -3.5845 -2.8621 -4.6710  0.08
H22 -2.3494 -1.9773 -3.7224  0.07
H23 -3.0496 -1.2806 -5.2083  0.07
H24 0.3425 -0.4235 -2.0705  0.15
H25 -0.4735 1.1294 -3.3810  0.12
H26 -0.4134 2.1567 -1.9608  0.11
H27 -4.6707 1.7393 -2.7964  0.07
H28 -4.8666 2.0007 -1.0454  0.09
H29 -4.6615 3.3983 -2.1152  0.09
H30 -0.1355 2.3250 -0.0757  0.11
H31 -0.1804 1.5629 1.5003  0.12
H32 3.0834 1.0524 1.7061  0.11
H33 2.2016 -1.1093 -0.6807  0.09
H34 -0.5213 -1.9076 1.7863  0.07
C18 4.7165 1.6464 4.3517  -0.06
C19 4.1712 0.2396 4.4482  -0.18
O10 5.2399 -0.7321 4.5486  0.03
C20 5.7650 -0.9029 5.7473  -0.41
O11 5.4679 -0.3543 6.7659  0.17
C21 6.8510 -1.9973 5.6735  -0.54
F1 7.6492 -1.8132 4.6123  0.15
F2 6.2786 -3.2017 5.5555  0.17
F3 7.6018 -1.9931 6.7682  0.18
H35 5.4147 1.7299 3.5175  0.09
H36 3.8967 2.3464 4.1945  0.08
H37 5.2440 1.9268 5.2628  0.08
H38 3.6289 -0.0359 3.5481  0.11
H39 3.4937 0.1234 5.2919  0.13
C22 2.5540 3.9983 -5.0465  -0.06
C23 1.1350 3.5845 -5.3652  -0.19
O12 0.8027 3.8692 -6.7441  0.03
C24 1.2183 2.9916 -7.6391  -0.41
O13 1.8390 1.9891 -7.4502  0.17
C25 0.7452 3.4288 -9.0432  -0.55
F4 0.9598 4.7338 -9.2467  0.16
F5 -0.5668 3.1963 -9.1750  0.17
F6 1.3899 2.7473 -9.9847  0.17
H40 2.7069 5.0511 -5.2868  0.08
H41 2.7515 3.8455 -3.9861  0.08
H42 3.2715 3.4116 -5.6191  0.08
H43 0.4250 4.1603 -4.7767  0.13
H44 0.9707 2.5283 -5.1586  0.12
C26 8.5145 -2.5989 1.6950  -0.06
C27 7.1702 -3.0743 1.1934  -0.18
O14 6.9961 -2.7642 -0.2070  0.04
C28 7.5651 -3.5954 -1.0612  -0.41
O15 8.2020 -4.5756 -0.8103  0.17
C29 7.2609 -3.1415 -2.5061  -0.55
F7 7.4423 -1.8250 -2.6484  0.17
F8 5.9932 -3.4300 -2.8140  0.17
F9 8.0595 -3.7705 -3.3639  0.17
H45 8.6363 -1.5325 1.5017  0.09
H46 8.5968 -2.7750 2.7624  0.06
H47 9.3283 -3.1261 1.1972  0.08
H48 6.3580 -2.5558 1.6979  0.12
H49 7.0358 -4.1440 1.3465  0.13
C30 -2.0032 3.5931 2.5828  -0.05
C31 -2.3387 2.9300 3.8954  -0.17
O16 -2.0165 3.7839 5.0270  0.03
C32 -2.8979 4.7115 5.3351  -0.42
O17 -3.9472 4.9401 4.8098  0.17
C33 -2.4027 5.4966 6.5704  -0.55
F10 -1.1119 5.8275 6.4612  0.16
F11 -2.5480 4.7480 7.6742  0.16
F12 -3.1082 6.6131 6.7298  0.17
H50 -0.9549 3.8966 2.5667  0.09
H51 -2.1797 2.8947 1.7634  0.07
H52 -2.6131 4.4806 2.4152  0.08
H53 -1.7366 2.0369 4.0448  0.13
H54 -3.3880 2.6445 3.9487  0.13

Cartesian forces (eV/Å) of the 2 atoms listed first:
C 0.08 0.05 -0.10
C 0.10 0.27 0.01

Calculated values
total charge: -1
frontier orbital gap: 7.40 eV